45
Properties=species:S:1:pos:R:3:forces:R:3 method="wB97M-V/def2-TZVPD" de_lowest_ev=0.623
Rh -1.89461 0.03952 0.22651 0.181 1.779 1.249
C -2.89191 -0.30543 3.27319 -0.006 -0.235 0.077
O -1.85274 0.05977 2.35609 -0.132 -0.091 -0.114
C -0.56970 0.23155 2.82941 0.241 -0.098 -0.118
C -0.23600 0.21484 4.17033 -0.074 0.017 -0.034
C 1.09083 0.39209 4.53138 0.052 -0.008 -0.017
C 2.07080 0.57252 3.56562 -0.037 -0.008 0.052
C 1.73400 0.57800 2.22515 -0.131 0.021 -0.054
C 0.40939 0.40517 1.85124 -0.212 0.224 0.350
N -0.03043 0.39232 0.49576 0.722 -1.157 -0.201
N 0.88725 0.34381 -0.36822 -0.319 0.610 -0.419
C 0.64880 0.25689 -1.70114 -0.153 -0.214 0.503
C -0.64181 0.23775 -2.28846 -0.154 0.179 0.328
O -1.73356 0.49673 -1.63091 -0.076 -0.773 -0.772
C -0.76439 -0.02077 -3.68021 0.196 0.156 -0.253
C 0.34033 -0.14381 -4.45678 -0.200 -0.022 0.079
C 1.65789 -0.01174 -3.92566 0.104 0.045 0.088
C 2.78763 -0.06573 -4.76481 0.008 -0.022 0.060
C 4.04856 0.06630 -4.24469 -0.038 0.009 -0.042
C 4.21063 0.24667 -2.86355 0.036 0.001 0.002
C 3.12572 0.29945 -2.02588 -0.026 -0.034 -0.004
C 1.82162 0.17843 -2.53901 0.159 -0.057 -0.218
H -2.64844 -1.25488 3.75047 0.026 -0.004 -0.052
H -3.78893 -0.41863 2.67397 0.008 -0.015 0.005
H -3.02539 0.48640 4.01049 0.014 0.015 -0.032
H -0.98975 0.06084 4.92748 0.004 -0.032 0.004
H 1.35690 0.37822 5.57922 0.006 0.002 0.008
H 3.10376 0.70152 3.85575 0.011 -0.010 0.016
H 2.48412 0.70036 1.45968 0.004 -0.001 -0.015
H -1.76497 -0.11579 -4.07699 -0.001 0.021 -0.022
H 0.23415 -0.35371 -5.51433 -0.007 0.015 -0.018
H 2.64100 -0.21231 -5.82772 -0.002 -0.001 -0.013
H 4.91343 0.03617 -4.89306 0.013 -0.026 -0.001
H 5.20602 0.34357 -2.45017 0.008 0.010 -0.002
H 3.26522 0.43783 -0.96433 -0.007 -0.020 0.011
Cl -4.55662 0.54072 0.00703 0.006 -0.085 -0.002
C -4.37714 2.31062 0.07013 -0.015 0.027 -0.030
Cl -2.76020 2.80691 0.60288 -0.079 -0.064 0.000
H -5.10288 2.68726 0.78057 0.012 0.025 -0.032
H -4.53887 2.69462 -0.92949 0.008 -0.002 0.013
O 0.51564 -2.53966 1.67327 -0.055 0.016 -0.018
S -0.58442 -3.41990 1.35419 -0.661 0.599 -0.322
O -1.49888 -3.72163 2.42664 0.220 -0.038 0.281
O -0.34182 -4.46485 0.39988 0.116 -0.025 0.116
S -1.96024 -2.14804 0.04907 0.231 -0.731 -0.435

16
Properties=species:S:1:pos:R:3:forces:R:3 method="wB97M-V/def2-TZVPD" de_lowest_ev=1.827 total_charge=+1
C -0.44392 2.72735 -0.83255 2.239 0.663 2.148
C 0.06452 1.43502 -0.09997 -0.517 3.395 -1.198
C 1.33542 1.07040 -0.03635 -0.911 -3.614 -0.031
N 1.26188 -0.44962 0.14601 1.208 3.482 -0.184
C -0.03190 -0.71190 0.30784 2.815 -3.006 0.844
N -0.69754 0.41087 0.32014 -5.416 -2.077 -2.421
H -1.37203 2.58323 -1.34940 -0.552 -0.012 0.076
H 0.34833 2.93364 -1.58181 -0.642 -0.110 0.301
H -0.41022 3.65224 -0.12933 -0.581 -1.677 -1.160
H 2.08221 1.78045 -0.23398 1.761 -0.286 -0.211
H 2.10524 -1.04708 0.03840 -1.338 0.301 0.429
H -0.42823 -1.75594 0.43938 0.263 1.159 -0.068
H -1.66921 0.16047 -0.10711 1.640 1.614 1.507
H -0.08302 -4.38192 1.49260 -0.349 0.689 -0.552
H -1.40490 -4.53716 0.74886 1.317 1.512 0.040
O -0.65664 -3.87005 0.87726 -0.937 -2.035 0.480

8
Properties=species:S:1:pos:R:3:forces:R:3 method="wB97M-V/def2-TZVPD" de_lowest_ev=0.000
C 0.73084 0.09305 -0.00597 -0.274 0.093 0.029
C -1.67713 -0.34130 0.00338 -0.015 -0.325 -0.036
C -0.52741 0.52568 0.00266 1.408 0.570 0.013
O -2.78078 0.12560 -0.00374 -1.054 -0.157 0.012
H 1.56830 0.77190 -0.00547 0.065 0.125 -0.009
H 0.97187 -0.95606 -0.00752 -0.032 -0.309 -0.011
H -1.48786 -1.42988 0.00423 -0.067 -0.097 0.009
H -0.75346 1.58284 0.00899 -0.031 0.100 -0.008

# C9H24ClFNO12PS3

A 3-piece molecular cluster, C9H24ClFNO12PS3 overall at a distorted geometry (the ωB97M-V functional and the def2-TZVPD basis, the OMol25 dataset).

Structure (XYZ):
```
52
Properties=species:S:1:pos:R:3:forces:R:3
O -3.18520 -3.37221 -0.83209 -0.732 4.994 1.788
P -3.66241 -1.95665 -0.31096 -2.084 -4.986 -2.473
O -4.41996 -1.06561 -1.62121 1.927 -1.694 1.982
O -4.97201 -2.29097 0.84265 3.530 0.697 -0.788
C -2.35233 -0.96712 0.66411 0.399 1.514 0.225
Cl -2.97821 0.81546 0.72125 0.695 -1.946 0.014
O -1.02307 -0.89811 0.03826 -1.611 -2.014 1.650
C -0.22048 -2.10507 0.28946 2.341 -0.920 -0.410
C 0.24543 -2.32165 1.84635 -2.178 -0.253 0.869
N 1.59675 -3.06090 1.89680 -1.647 -1.665 1.251
S 1.94869 -3.53942 3.57623 3.198 3.210 5.836
O 3.47491 -3.40371 3.87601 -5.885 -1.364 -2.237
O 1.15527 -2.68455 4.61062 1.995 -3.746 -4.673
F 1.55032 -5.22174 3.84086 0.487 3.301 -1.144
H -4.11915 -1.41706 -2.52233 -0.310 0.254 2.073
H -4.52944 -2.81535 1.59897 -0.951 1.054 -1.775
H -2.36214 -1.33305 1.77554 0.186 0.538 -2.121
H 0.78415 -1.96832 -0.34084 -2.310 -0.036 1.279
H -0.69762 -3.10714 -0.08314 0.416 2.111 0.602
H -0.56765 -3.03749 2.34265 1.616 1.640 -0.889
H 0.26758 -1.34984 2.49838 0.268 -1.813 -1.534
H 1.40445 -3.98799 1.41264 0.714 1.200 0.420
O 5.84758 -4.17339 0.10660 -0.792 0.764 -0.677
S 5.14607 -2.95633 -0.24481 0.515 0.445 0.252
O 3.82277 -2.97284 -0.82851 0.801 -0.382 0.280
O 6.11708 -2.03401 -1.17389 -0.669 -0.234 1.155
C 6.67569 -2.60207 -2.34950 0.283 -0.438 -1.052
C 5.65510 -2.67310 -3.46988 -0.335 -0.150 -0.065
C 5.11814 -1.89002 1.17444 0.079 0.116 -0.109
H 7.10356 -3.58830 -2.13990 -0.113 0.102 0.139
H 7.50041 -1.95157 -2.65879 -0.154 0.039 0.372
H 4.86063 -3.38703 -3.23361 0.120 0.076 -0.040
H 6.12726 -2.99053 -4.40419 0.023 0.069 0.128
H 5.17945 -1.69925 -3.62356 0.155 -0.099 0.001
H 6.12400 -1.83165 1.59440 -0.143 -0.057 -0.131
H 4.43063 -2.31999 1.90597 0.090 -0.102 -0.160
H 4.76542 -0.90328 0.86858 0.057 -0.161 -0.041
O -4.11582 4.26482 0.80791 0.201 0.408 -1.064
S -4.38778 4.78899 -0.51425 -0.217 0.349 -0.124
O -3.51706 4.52725 -1.63917 -0.435 0.081 1.129
O -4.63600 6.39634 -0.40669 -0.528 -1.299 -0.213
C -3.64266 7.19923 0.21414 0.940 0.657 0.346
C -2.46214 7.43365 -0.70962 0.253 -0.206 -0.189
C -6.04310 4.33860 -0.97150 -0.090 0.175 0.017
H -3.32160 6.75671 1.16322 -0.124 -0.101 -0.131
H -4.10917 8.16178 0.44829 -0.238 -0.317 -0.095
H -1.91490 6.50420 -0.89223 -0.063 0.128 0.042
H -1.76570 8.15509 -0.27246 -0.144 -0.040 -0.003
H -2.79872 7.80704 -1.68202 0.009 0.022 0.184
H -6.71675 4.57775 -0.14655 0.163 -0.005 -0.104
H -6.05820 3.26457 -1.16875 0.183 0.136 0.068
H -6.32207 4.88583 -1.87390 0.109 -0.054 0.139
```
Positions in Å, forces in eV/Å.

| no. | gap between HOMO and LUMO (Eh) | LUMO level (eV) |
| --- | --- | --- |
| 1 | 0.2310 | -1.45 |
| 2 | 0.4054 | -3.14 |
| 3 | 0.3793 | 0.23 |
| 4 | 0.3518 | -1.17 |